No. 1
Formula: C5H9N3
Source: OMol25
Level of theory: ωB97M-V/def2-TZVPD

Element x y z (Å)
C  -0.8348  1.8086  -0.0311
C  -2.0082  -0.3440  -0.0278
C  -2.1829  -1.6972  -0.0152
C  0.4559  -0.1889  -0.0291
C  2.7377  0.1246  0.0548
H  -0.4197  2.2125  0.8719
H  -1.9011  2.0559  -0.1446
H  -0.2121  2.1829  -0.8690
H  -2.8287  0.4586  -0.0654
H  -3.2066  -2.1347  0.1367
H  -1.2928  -2.3094  0.0026
H  0.5966  -1.2885  -0.0366
H  3.6246  0.7503  0.1511
H  3.9117  -1.4177  0.0400
N  -0.7894  0.3332  0.0663
N  1.4618  0.6172  -0.0357
N  2.8880  -1.1634  -0.0690

Values from the calculation:
Relative energy (zero: lowest compared OMol25 entry of this formula, charge and spin): 2.137 eV
E_HOMO: -8.27 eV
Structure (SMILES): [H]/N=C/N=C/N(C)C=C
LUMO level: 0.5 eV


No. 2
Formula: C10H25N3O2RhS2
Source: OMol25
Level of theory: ωB97M-V/def2-TZVPD

Element x y z (Å)
Rh  1.2745  -0.0047  -0.9277
S  0.1043  -2.0445  -0.5620
S  0.1028  2.0261  -0.5364
C  1.4679  -3.2154  -0.2608
C  -0.3103  -2.4004  -2.3022
C  0.1758  -1.2908  -3.2374
N  -0.1134  -0.0047  -2.5578
C  0.1568  1.2907  -3.2255
C  -0.3280  2.3886  -2.2757
H  -1.4105  -2.4947  -2.3228
H  0.1168  -3.3833  -2.5355
H  -0.3129  -1.3571  -4.2188
H  1.2693  -1.3495  -3.3622
H  -0.3460  1.3631  -4.1995
H  1.2474  1.3621  -3.3652
H  -1.4288  2.4783  -2.2894
H  0.0937  3.3749  -2.5059
C  1.4569  3.2081  -0.2428
H  -1.0740  -0.0127  -2.2058
H  2.2564  3.0509  -0.9733
H  1.8142  3.0294  0.7758
H  1.0515  4.2226  -0.3085
H  1.8318  -3.0295  0.7538
H  2.2632  -3.0588  -0.9955
H  1.0670  -4.2323  -0.3167
C  -3.4514  -0.0359  0.7063
C  -2.8494  -0.0250  1.9004
H  -3.7286  -0.9673  0.2116
H  -3.7134  0.8853  0.1899
H  -2.5988  -0.9415  2.4413
H  -2.5841  0.9006  2.4151
C  3.7666  -0.6690  3.6066
O  2.3945  -0.3994  3.2045
C  2.2650  -0.1552  1.9207
O  1.1457  -0.0804  1.3629
N  3.4248  -0.0995  1.2187
N  3.3089  0.0733  -0.2183
H  4.3482  0.2599  3.6543
H  4.2639  -1.3864  2.9402
H  3.6875  -1.0958  4.6042
H  4.2983  0.1871  1.6378
H  3.7972  0.9446  -0.4849
H  3.8506  -0.7072  -0.6244

Values from the calculation:
2S+1: 5
Total charge: +3
Relative energy (zero: lowest compared OMol25 entry of this formula, charge and spin): 0.490 eV
E_HOMO (spin up / spin down): -17.60 / -17.47 eV
LUMO level (spin up / spin down): -9.8 / -14.2 eV
Expectation value of S²: 6.014


No. 3
Formula: C6H14LuO3
Source: OMol25
Level of theory: ωB97M-V/def2-TZVPD

Element x y z (Å)
C  -1.3536  1.2076  6.0502
O  -1.9941  2.3351  5.5456
C  -1.4047  0.0481  5.0570
O  -2.7768  -0.0311  4.6226
C  -3.1011  -0.7446  3.4867
C  -4.5373  -0.4924  3.1614
O  -4.7107  0.9349  3.1992
C  -5.8212  1.4093  2.4414
Lu  -3.5236  2.0477  4.5545
H  -1.8144  0.8695  7.0002
H  -0.2863  1.3991  6.2667
H  -1.1116  -0.9116  5.5028
H  -0.7867  0.2582  4.1713
H  -2.7255  -1.7697  3.4565
H  -2.3617  -0.1014  1.7818
H  -5.2621  -0.9637  3.8474
H  -4.7473  -0.8747  2.1528
H  -5.8202  2.5015  2.5042
H  -5.7176  1.0968  1.3941
H  -6.7428  1.0086  2.8847
C  -2.1119  0.4826  0.6422
H  -2.1896  1.5517  0.8671
H  -1.1269  0.1861  0.2698
H  -2.9606  0.1950  0.0121

Values from the calculation:
2S+1: 2
Total charge: +2
E_HOMO (spin up / spin down): -16.21 / -18.87 eV
LUMO level (spin up / spin down): -9.6 / -9.6 eV
Expectation value of S²: 0.755


No. 4
Formula: C3H2LiO3Pb
Source: OMol25
Level of theory: ωB97M-V/def2-TZVPD

Element x y z (Å)
O  2.1279  -0.0055  -0.8076
O  -0.1141  -0.2025  0.6584
C  -1.1170  0.1970  1.4296
C  -0.2627  -0.1202  -0.7913
O  -2.1064  0.7544  0.9383
C  0.9209  -0.2261  -1.4219
Pb  -0.7705  -0.1115  3.6467
H  1.0067  -0.5611  -2.4578
H  2.2593  -0.8078  -0.2368
Li  -1.9442  1.0833  -0.9576

Values from the calculation:
Total charge: +1
Relative energy (zero: lowest compared OMol25 entry of this formula, charge and spin): 0.000 eV
E_HOMO (spin up / spin down): -11.17 / -11.09 eV
LUMO level (spin up / spin down): -6.8 / -6.8 eV